{"formula": "C4H9NO2", "method": "the ωB97M-V functional and the def2-TZVPD basis", "symbols": ["C", "C", "C", "N", "C", "O", "O", "H", "H", "H", "H", "H", "H", "H", "H", "H"], "xyz": [[-0.60740, -1.10342, -1.62221], [-0.91514, 0.24255, -0.97364], [-2.18241, 0.27152, -0.10837], [0.28350, 0.74178, -0.23383], [0.94681, 0.08330, 0.74432], [0.83673, -1.06948, 1.09511], [1.85864, 0.90938, 1.34301], [0.10144, -1.65122, -1.02194], [-0.10797, -0.96425, -2.59602], [-1.38489, -1.78743, -1.95443], [-1.05247, 1.00591, -1.73839], [-2.34922, -0.65523, 0.43380], [-3.01791, 0.42225, -0.79255], [-2.14356, 1.13404, 0.55421], [0.32680, 1.74085, -0.19007], [2.42797, 0.32705, 1.85514]], "atomic_forces_ev_per_a": [[1.0, -0.1, -1.4], [0.1, -0.1, 0.6], [0.2, 0.0, -0.6], [-0.8, -0.4, -0.4], [0.3, 0.1, 0.4], [-0.2, -0.1, -0.3], [-0.2, 0.2, -0.4], [-0.1, -0.3, 0.3], [0.2, 0.4, 0.4], [-0.8, 0.3, 0.8], [0.0, -0.1, -0.1], [0.1, 0.0, 0.2], [-0.2, -0.1, 0.1], [-0.1, -0.1, 0.2], [0.3, 0.2, 0.0], [0.0, -0.1, 0.3]], "charge": 0, "max_force_ev_per_a": 1.7, "lumo_energy_ev": 0.83, "relative_energy_ev": 0.325, "smiles": "CC(C)NC(=O)O", "orbital_gap_ev": 10.7931, "homo_ev": -9.964}

=====

{"formula": "C11H11N3O5Ti", "method": "the ωB97M-V functional and the def2-TZVPD basis", "symbols": ["Ti", "O", "C", "C", "O", "C", "O", "C", "O", "C", "H", "H", "C", "H", "H", "C", "N", "C", "C", "C", "N", "C", "O", "N", "H", "H", "H", "H", "H", "H", "H"], "xyz": [[-0.19872, 0.08930, -0.99272], [-0.15974, 3.35740, -1.28351], [-0.16430, 2.19364, -1.21368], [0.05305, -2.00820, -1.54216], [0.11753, -3.16424, -1.46417], [1.84764, 0.12241, -1.56683], [2.99715, 0.11285, -1.73640], [-2.30434, 0.37208, -1.38296], [-3.45803, 0.41610, -1.24141], [-0.16553, 1.12469, -4.27656], [-1.05519, 1.67478, -3.99779], [0.74784, 1.61120, -3.95501], [-0.20880, -0.20189, -4.37626], [0.68912, -0.81310, -4.18988], [-1.14067, -0.74728, -4.16217], [-1.64431, -2.00277, 2.93757], [-0.59639, -1.03304, 2.59086], [0.35350, -0.55789, 3.46736], [1.29353, 0.38855, 3.08679], [1.26373, 0.89360, 1.76912], [0.38752, 0.31499, 0.92219], [-0.49616, -0.60381, 1.34749], [-1.25082, -1.06841, 0.42350], [2.03405, 1.84977, 1.27834], [-2.28669, -2.19707, 2.09187], [-2.25687, -1.60620, 3.74235], [-1.20284, -2.94712, 3.24408], [0.24983, -0.99493, 4.48265], [2.04000, 0.75956, 3.81251], [2.66138, 2.42861, 1.83260], [1.85353, 2.23644, 0.35221]], "atomic_forces_ev_per_a": [[-0.9, -0.2, -3.0], [0.0, -4.9, 0.2], [-0.2, 6.0, 0.0], [0.1, -6.0, 0.5], [-0.2, 4.9, -0.6], [6.4, 0.0, -0.7], [-4.9, 0.0, 0.5], [-6.2, 0.1, 0.8], [5.2, -0.1, -0.9], [0.0, 0.0, 2.3], [-0.3, 0.2, -0.9], [0.4, 0.3, -1.1], [0.0, -1.1, 2.3], [-0.2, 0.3, -1.0], [0.2, 0.2, -1.1], [-0.2, -0.4, 0.7], [0.8, 0.3, 1.0], [0.2, 0.3, 0.4], [-0.1, -0.5, 1.5], [-0.5, -0.5, -0.1], [0.6, 0.3, 1.5], [-0.9, -0.5, -1.5], [0.6, 0.6, 0.5], [0.4, 0.9, -0.3], [0.1, 0.2, -0.2], [0.1, 0.1, 0.1], [0.2, 0.0, 0.1], [0.4, 0.6, -0.7], [-0.6, -0.3, -0.5], [-0.2, -0.5, 0.1], [0.1, -0.4, 0.5]], "charge": 2, "max_force_ev_per_a": 6.4, "s2": 2.008, "lumo_energy_ev": [-8.56, -8.93], "relative_energy_ev": 0.194, "multiplicity": 3, "orbital_gap_ev": [6.9191, 7.9205], "homo_ev": [-15.483, -16.853]}

=====

{"formula": "C6H14N3", "method": "the ωB97M-V functional and the def2-TZVPD basis", "symbols": ["C", "C", "N", "C", "C", "N", "N", "C", "C", "H", "H", "H", "H", "H", "H", "H", "H", "H", "H", "H", "H", "H", "H"], "xyz": [[2.37814, 2.05087, 1.18245], [1.14735, 1.70082, 0.51902], [0.40911, 0.73546, 0.85339], [-1.01262, 0.29328, 0.32676], [-1.89400, 0.24147, 1.60998], [-1.01035, -0.79494, -0.57509], [-0.36605, -2.09681, -0.14966], [0.00387, -1.37581, -1.35701], [-0.39498, -1.82035, -2.73379], [2.85155, 1.35265, 1.83754], [2.43165, 2.80870, 1.87670], [3.01029, 2.37005, 0.45826], [0.92919, 2.31869, -0.29842], [0.66018, 0.20641, 1.64020], [-1.31912, 1.14836, -0.23180], [-1.47050, -0.47481, 2.16883], [-3.04156, 0.16374, 1.42566], [-1.86078, 1.13979, 2.12722], [-0.92953, -2.89628, -0.22038], [1.00220, -1.00322, -1.25417], [-0.79195, -1.06414, -3.27681], [-1.10151, -2.65011, -2.57006], [0.36943, -2.35381, -3.35883]], "atomic_forces_ev_per_a": [[-0.1, -1.8, 1.1], [0.2, 0.0, 1.1], [-2.0, -0.5, -0.9], [0.5, 1.1, 0.2], [-2.5, 0.6, -3.8], [-1.6, -1.6, 1.2], [1.6, 2.9, 0.6], [0.8, -0.5, -0.2], [1.2, -4.0, 1.2], [0.1, -1.5, -0.2], [-1.2, 2.6, 1.3], [2.4, 0.8, -2.3], [-1.0, 0.6, -1.3], [0.8, -1.0, 1.3], [-0.1, 0.7, -0.7], [0.7, -3.0, 2.4], [2.2, -0.6, -0.1], [0.6, 1.9, 0.8], [-1.6, -0.9, -0.8], [0.6, 0.5, 0.0], [-1.4, 2.3, -1.7], [-0.4, 0.6, -0.3], [-0.1, 0.9, 0.9]], "charge": 1, "max_force_ev_per_a": 4.6, "lumo_energy_ev": -4.23, "relative_energy_ev": 3.800, "smiles": "C/C=[NH+]/[C@H](C)N1N[C@H]1C", "orbital_gap_ev": 9.0760, "homo_ev": -13.307}

=====

{"formula": "C31H43Cl5IN5O4Rb", "method": "the ωB97M-V functional and the def2-TZVPD basis", "symbols": ["Rb", "C", "C", "C", "C", "C", "C", "N", "C", "C", "N", "C", "C", "O", "O", "C", "C", "C", "C", "C", "C", "N", "C", "C", "N", "C", "C", "O", "O", "H", "H", "H", "H", "H", "H", "H", "H", "H", "H", "H", "H", "H", "H", "H", "H", "H", "H", "H", "H", "H", "H", "H", "H", "H", "H", "H", "H", "H", "H", "H", "H", "H", "H", "H", "H", "H", "H", "H", "Cl", "C", "C", "C", "Cl", "C", "Cl", "C", "Cl", "C", "Cl", "I", "C", "C", "C", "C", "C", "N", "H", "H", "H", "H"], "xyz": [[-3.31523, -1.38676, -0.21322], [2.61262, -1.48311, -3.55717], [2.22777, -1.67647, -2.08828], [2.55297, -3.08209, -1.59269], [2.71566, -3.25580, -0.06997], [3.97084, -2.50542, 0.40356], [2.92351, -4.75518, 0.17084], [1.48201, -2.83091, 0.61304], [1.48078, -2.87225, 2.07365], [1.88065, -1.60645, 2.85089], [0.93034, -0.51546, 2.77111], [-0.40007, -0.92130, 3.18479], [-1.26955, -1.41661, 2.01248], [-2.27062, -2.10470, 2.29485], [-0.90967, -1.02814, 0.86986], [1.39189, 0.76271, 3.32453], [2.08164, 0.63368, 4.68764], [2.26336, 1.54644, 2.33481], [1.52066, 2.41007, 1.27866], [2.57881, 3.24132, 0.54521], [0.54772, 3.38270, 1.94791], [0.73492, 1.65962, 0.29528], [1.44864, 0.62601, -0.42798], [0.56322, 0.05734, -1.53793], [0.83264, -1.36020, -1.77570], [-0.15679, -1.98886, -2.62926], [-1.19092, -2.86565, -1.92717], [-2.32042, -2.94006, -2.35980], [-0.83727, -3.56748, -0.86143], [3.69912, -1.50795, -3.66556], [2.25593, -0.52075, -3.92912], [2.20491, -2.26700, -4.19902], [2.82807, -0.97170, -1.51281], [3.48665, -3.42274, -2.05214], [1.77418, -3.76758, -1.94599], [4.84135, -2.82179, -0.17707], [4.17974, -2.72279, 1.45251], [3.86134, -1.42422, 0.30276], [3.76681, -5.11793, -0.42103], [2.02640, -5.30453, -0.11811], [3.13881, -4.98015, 1.21632], [-0.01797, -3.23020, -0.41085], [1.15859, -1.92110, 0.29328], [2.16060, -3.65923, 2.40585], [0.48932, -3.17959, 2.41571], [2.85812, -1.24743, 2.52042], [2.00614, -1.95373, 3.89624], [-0.94095, -0.06542, 3.59769], [-0.38740, -1.69011, 3.97064], [0.48316, 1.34365, 3.48198], [3.06063, 0.15706, 4.59767], [1.47577, 0.03832, 5.37440], [2.23347, 1.61906, 5.13291], [2.94047, 0.85897, 1.81539], [2.91108, 2.22419, 2.90283], [3.02028, 3.97286, 1.22581], [2.11729, 3.77018, -0.29038], [3.39241, 2.62437, 0.15850], [1.02323, 3.89920, 2.78618], [-0.34804, 2.87616, 2.30951], [0.21865, 4.12615, 1.21995], [-0.05570, 1.20599, 0.75297], [1.74600, -0.18664, 0.24396], [2.35686, 1.05967, -0.85553], [0.66417, 0.66012, -2.45436], [-0.47675, 0.13981, -1.22136], [0.31899, -2.64551, -3.36374], [-0.73536, -1.26104, -3.20384], [-6.03384, 0.35014, -0.63775], [-5.36000, 1.07998, -2.15155], [-4.05981, 0.81776, -2.48909], [-3.64879, 1.44051, -3.64434], [-1.96797, 1.20558, -4.17234], [-4.43402, 2.30327, -4.40378], [-3.83372, 3.08403, -5.82972], [-5.74252, 2.55111, -3.98399], [-6.75599, 3.62762, -4.88814], [-6.22815, 1.93063, -2.83273], [-7.84194, 2.25735, -2.30457], [-4.04064, 1.34784, 2.95883], [-3.70346, 2.41737, 1.18097], [-4.66514, 3.29574, 0.70786], [-4.39254, 3.95457, -0.48224], [-3.19454, 3.70486, -1.13199], [-2.31374, 2.79414, -0.57013], [-2.55811, 2.16626, 0.58202], [-5.59274, 3.43925, 1.24215], [-5.11940, 4.63833, -0.90338], [-2.95409, 4.17026, -2.07851], [-1.36529, 2.55981, -1.03868]], "atomic_forces_ev_per_a": [[-0.5, 0.1, -0.1], [0.0, 0.0, 0.0], [0.0, 0.0, 0.0], [0.0, 0.0, 0.0], [0.0, 0.0, 0.0], [0.0, 0.0, 0.0], [0.0, 0.0, 0.0], [0.0, 0.0, 0.0], [0.0, 0.0, 0.1], [0.0, 0.0, 0.0], [0.0, 0.0, 0.0], [0.0, 0.0, 0.0], [0.2, 0.2, 0.0], [0.0, 0.0, 0.1], [0.1, -0.1, 0.0], [0.0, -0.1, -0.1], [0.0, 0.0, 0.0], [0.0, 0.0, 0.0], [0.0, 0.0, 0.0], [0.0, 0.0, 0.0], [0.0, 0.0, 0.0], [0.0, 0.0, 0.0], [-0.1, 0.1, 0.0], [0.0, -0.1, 0.0], [0.0, 0.0, -0.1], [0.0, 0.0, 0.0], [0.0, 0.1, 0.1], [0.1, -0.2, -0.2], [0.0, 0.1, -0.1], [0.0, 0.0, 0.0], [0.0, 0.0, 0.0], [0.0, 0.0, 0.0], [0.0, 0.0, 0.0], [0.0, 0.0, 0.0], [0.0, 0.0, 0.0], [0.0, 0.0, 0.0], [0.0, 0.0, 0.0], [0.0, 0.0, 0.0], [0.0, 0.0, 0.0], [0.0, 0.0, 0.0], [0.0, 0.0, 0.0], [0.1, -0.1, 0.1], [0.0, 0.0, 0.0], [0.0, 0.0, 0.0], [0.0, 0.0, 0.0], [0.0, 0.0, 0.0], [0.0, 0.1, 0.0], [0.0, 0.0, 0.0], [0.0, 0.0, 0.0], [0.0, 0.0, 0.0], [0.0, 0.0, 0.0], [0.0, 0.0, 0.0], [0.0, 0.0, 0.0], [0.0, 0.0, 0.0], [0.0, 0.0, 0.0], [0.0, 0.0, 0.0], [0.0, 0.0, 0.0], [0.0, 0.0, 0.0], [0.0, 0.0, 0.0], [0.0, 0.0, 0.0], [0.0, 0.0, 0.0], [0.0, 0.0, 0.0], [0.0, 0.0, 0.0], [0.0, 0.0, 0.0], [0.0, 0.0, 0.0], [0.0, 0.0, 0.0], [0.0, 0.0, 0.0], [0.0, 0.0, 0.0], [0.0, 0.1, -0.2], [-0.3, 0.1, 0.4], [-0.1, -0.3, 0.1], [0.1, 0.1, 0.0], [0.0, 0.0, 0.0], [0.0, 0.0, 0.1], [0.0, 0.0, 0.0], [0.0, 0.0, 0.0], [0.0, 0.0, 0.0], [0.3, 0.0, -0.2], [-0.1, 0.0, 0.0], [0.0, 0.0, 0.0], [0.2, 0.0, -0.1], [-0.1, 0.0, 0.0], [0.0, 0.0, 0.0], [0.0, -0.1, 0.0], [0.0, 0.1, 0.0], [-0.1, 0.0, 0.0], [0.0, 0.0, 0.0], [0.0, 0.0, 0.0], [0.0, 0.0, 0.0], [0.0, 0.0, 0.0]], "charge": -1, "max_force_ev_per_a": 0.5, "lumo_energy_ev": 2.19, "relative_energy_ev": 0.000, "orbital_gap_ev": 7.4251, "homo_ev": -5.232}

=====

{"formula": "C4H7IOS", "method": "the ωB97M-V functional and the def2-TZVPD basis", "symbols": ["C", "C", "C", "C", "O", "S", "I", "H", "H", "H", "H", "H", "H", "H"], "xyz": [[0.78928, 1.16206, -0.88750], [0.21507, 1.73330, 0.41165], [-0.05957, -0.74282, 0.19075], [-0.14799, -2.22103, 0.31175], [0.54245, -0.23672, -0.91701], [0.08999, 0.31024, 1.52959], [-3.11600, 0.20620, -0.00204], [0.29416, 1.75271, -1.59356], [1.84141, 1.17753, -1.06841], [0.81270, 2.56868, 0.90661], [-0.84705, 2.11312, 0.32047], [-0.71267, -2.51280, 1.21157], [0.82278, -2.52918, 0.17534], [-0.52455, -2.78131, -0.58921]], "atomic_forces_ev_per_a": [[0.1, 0.2, 1.8], [0.0, 1.2, 1.5], [0.8, 1.3, -1.4], [-2.7, 0.3, -1.1], [-2.3, -1.7, 0.8], [0.0, -0.1, 0.0], [0.6, -0.3, -0.2], [-0.9, -0.1, -2.0], [0.8, 0.7, 0.4], [-0.5, -1.3, -0.7], [1.1, -0.6, -0.3], [0.7, 0.0, -0.4], [2.8, -0.9, 0.9], [-0.6, 1.2, 0.7]], "charge": 0, "max_force_ev_per_a": 3.1, "lumo_energy_ev": -1.14, "relative_energy_ev": 1.083, "orbital_gap_ev": 6.3970, "homo_ev": -7.536}

=====

{"formula": "C7H13N", "method": "the ωB97M-V functional and the def2-TZVPD basis", "symbols": ["C", "C", "C", "C", "N", "C", "C", "C", "H", "H", "H", "H", "H", "H", "H", "H", "H", "H", "H", "H", "H"], "xyz": [[0.39692, 0.74299, -3.56123], [0.23484, 0.20760, -2.18506], [0.98837, 0.62503, -1.22349], [0.86367, -0.12463, 0.11637], [1.55240, -1.36013, 0.30409], [0.02718, 0.34883, 1.13108], [-0.46557, -0.45272, 2.30038], [-1.94941, 0.05768, 2.77958], [-0.53009, 1.38015, -3.77356], [0.41060, -0.00315, -4.30348], [1.22196, 1.45525, -3.83837], [-0.27620, -0.62820, -2.14389], [1.62476, 1.50417, -1.32756], [1.16073, -2.05579, 0.90567], [2.22442, -1.64252, -0.32060], [-0.44725, 1.42583, 1.14959], [-0.53308, -1.55140, 2.09686], [0.16820, -0.38401, 3.15110], [-2.26920, -0.84164, 3.31237], [-1.80560, 0.92619, 3.48829], [-2.59765, 0.37046, 1.94185]], "atomic_forces_ev_per_a": [[-1.6, 3.1, -0.7], [3.3, 3.1, -2.7], [0.9, -0.3, 3.5], [-1.1, 1.0, 2.1], [-2.1, 2.0, 0.8], [0.4, 1.0, -1.7], [-2.0, 0.1, -0.5], [2.5, -0.2, 0.1], [0.9, -0.9, -0.1], [-0.1, -1.2, -0.8], [-0.4, -0.8, 1.0], [-2.9, -3.9, 0.7], [0.0, -0.3, 0.1], [-0.1, 0.0, 0.2], [1.4, -0.7, -1.7], [1.1, -2.2, -0.8], [0.0, 0.8, -0.2], [0.7, 0.2, 0.9], [-0.8, 0.6, 0.1], [-0.3, -1.0, -0.7], [0.3, -0.5, 0.4]], "charge": 0, "max_force_ev_per_a": 5.3, "lumo_energy_ev": 1.10, "relative_energy_ev": 2.481, "smiles": "C/C=C/C(N)=C/CC", "orbital_gap_ev": 8.5789, "homo_ev": -7.483}

=====

{"formula": "C5H6O2", "method": "the ωB97M-V functional and the def2-TZVPD basis", "symbols": ["O", "C", "C", "C", "C", "C", "O", "H", "H", "H", "H", "H", "H"], "xyz": [[2.80450, 1.20361, -0.95031], [2.43852, 0.01968, -0.27422], [0.98103, -0.19220, -0.25597], [-0.22115, -0.28823, -0.24634], [-1.66081, -0.46164, -0.27740], [-2.47988, -0.23797, 0.92184], [-2.45738, 0.70769, -0.12927], [2.27324, 1.92282, -0.58550], [2.82063, 0.00975, 0.75811], [2.92337, -0.80184, -0.81149], [-2.02240, -1.16187, -1.03051], [-1.98924, 0.07292, 1.84364], [-3.41042, -0.79273, 1.03743]], "atomic_forces_ev_per_a": [[-0.1, 0.3, 0.1], [-0.1, -0.3, 0.1], [-0.5, 0.0, 0.0], [0.5, 0.0, 0.0], [0.1, -0.2, -0.1], [-0.1, -0.2, 0.3], [-0.1, 0.2, -0.1], [0.1, -0.1, -0.1], [-0.1, 0.0, -0.2], [-0.1, 0.1, 0.1], [0.0, 0.1, 0.1], [-0.1, 0.0, -0.2], [0.1, 0.1, 0.0]], "charge": 0, "max_force_ev_per_a": 0.5, "lumo_energy_ev": 0.85, "relative_energy_ev": 3.367, "smiles": "OCC#C[C@H]1CO1", "orbital_gap_ev": 10.7269, "homo_ev": -9.878}

=====

{"formula": "C6H11P", "method": "the ωB97M-V functional and the def2-TZVPD basis", "symbols": ["P", "C", "C", "C", "C", "C", "C", "H", "H", "H", "H", "H", "H", "H", "H", "H", "H", "H"], "xyz": [[3.07642, 0.50968, 0.26388], [1.82859, -0.65946, -0.40516], [0.34994, -0.21924, -0.36715], [-0.49468, 0.45307, -1.20418], [-1.93212, 0.49310, -0.65850], [-1.77366, 0.00187, 0.76946], [-0.39047, -0.60102, 0.91038], [2.49140, 0.61044, 1.66518], [2.56984, 1.60075, -0.20480], [2.07651, -1.69644, 0.02047], [1.91331, -0.82557, -1.60131], [-0.22510, 0.76236, -2.18066], [-2.50140, -0.13166, -1.33242], [-2.30785, 1.51910, -0.82800], [-2.01186, 0.88978, 1.42771], [-2.38902, -0.74396, 0.94724], [0.17341, -0.25414, 1.72212], [-0.45324, -1.70866, 1.05577]], "atomic_forces_ev_per_a": [[1.1, -2.9, 2.6], [-1.1, -1.1, -3.7], [-0.8, -0.2, 0.8], [1.2, -1.8, 1.9], [1.7, 1.0, -1.7], [1.6, 4.1, -0.1], [0.1, -0.7, -1.3], [0.6, 0.1, -1.7], [-1.5, 3.0, -1.1], [-0.9, 1.5, -0.4], [0.8, 0.5, 2.6], [0.2, 0.5, -0.8], [-0.5, -0.4, 0.1], [-0.1, -0.4, 0.6], [0.5, -1.2, -0.3], [-3.6, -3.1, 1.1], [0.7, 0.6, 1.5], [0.1, 0.7, -0.3]], "charge": 0, "max_force_ev_per_a": 4.9, "lumo_energy_ev": 1.05, "relative_energy_ev": 0.921, "smiles": "PCC1=CCCC1", "orbital_gap_ev": 9.6103, "homo_ev": -8.564}